Computed, not measured: a single C16H15NO5S molecule, with ωB97M-V/def2-TZVPD.

Total charge: 0
Maximum force (eV/A): 0.952
SMILES string: COc1ccccc1NS(=O)(=O)c1ccc(/C=C/C(=O)O)cc1
ΔE to the lowest compared entry with this formula, charge and spin (kJ/mol): 151.52
Gap between HOMO and LUMO (eV): 8.195

```
38
Properties=species:S:1:pos:R:3:forces:R:3:lowdin_charge:R:1
C 5.526 0.630 0.345 0.1511 0.2018 0.2900 -0.06
O 4.976 0.001 -0.801 -0.4020 -0.4486 -0.2747 -0.12
C 4.063 -0.994 -0.488 -0.1212 0.2116 0.0381 -0.23
C 4.469 -2.281 -0.178 0.0394 0.1590 -0.0721 0.00
C 3.527 -3.244 0.142 0.0240 -0.0168 0.0316 -0.08
C 2.181 -2.919 0.155 -0.0933 -0.0158 0.0550 -0.08
C 1.766 -1.639 -0.169 0.1518 -0.0735 -0.0973 -0.01
C 2.702 -0.670 -0.498 0.3682 -0.7652 0.1243 -0.24
N 2.305 0.630 -0.842 -0.3746 0.7862 0.3852 -0.04
S 1.564 1.532 0.376 0.3169 -0.0141 -0.1073 0.67
O 2.006 1.083 1.665 -0.3406 -0.1915 -0.1336 -0.28
O 1.762 2.905 0.020 -0.0987 -0.0057 -0.3202 -0.28
C -0.155 1.108 0.154 0.4184 0.0831 0.0820 -0.29
C -0.853 0.488 1.172 0.0837 -0.0126 0.1615 -0.05
C -2.184 0.167 0.985 -0.0456 0.0954 -0.2240 0.00
C -2.823 0.467 -0.223 0.6411 0.1153 0.1777 -0.20
C -4.218 0.153 -0.472 -0.7942 -0.3010 0.1452 -0.01
C -5.079 -0.439 0.364 0.3930 0.1689 -0.1272 0.01
C -6.467 -0.682 -0.053 -0.3804 0.1098 -0.5662 -0.54
O -6.941 -0.397 -1.124 0.0300 0.0071 0.0096 0.10
O -7.180 -1.278 0.916 -0.0506 -0.2195 0.5184 0.10
C -2.090 1.099 -1.235 -0.0571 -0.0840 0.1893 0.00
C -0.760 1.422 -1.048 0.0062 0.0595 -0.0604 -0.04
H 6.119 -0.077 0.934 -0.0378 0.0372 -0.0414 0.09
H 6.169 1.425 -0.028 0.0023 -0.0145 0.0795 0.09
H 4.741 1.053 0.981 0.0494 -0.0328 -0.0394 0.09
H 5.523 -2.516 -0.182 0.1097 0.0071 -0.0256 0.12
H 3.846 -4.245 0.388 0.0271 -0.0866 0.0096 0.10
H 1.448 -3.667 0.415 -0.0644 -0.0668 0.0110 0.10
H 0.718 -1.382 -0.169 -0.0969 -0.0402 -0.0520 0.11
H 3.076 1.155 -1.242 -0.0321 0.2522 0.0231 0.12
H -0.336 0.265 2.092 -0.0088 -0.0703 0.1325 0.12
H -2.731 -0.317 1.778 -0.0369 -0.0522 0.1010 0.11
H -4.599 0.432 -1.447 -0.0803 -0.0041 -0.0502 0.13
H -4.832 -0.766 1.362 0.1582 0.0056 0.1063 0.11
H -8.091 -1.426 0.618 0.2008 0.1409 -0.2088 0.13
H -2.576 1.337 -2.170 -0.0462 0.0256 -0.0892 0.12
H -0.181 1.915 -1.812 -0.0097 0.0497 -0.1815 0.12
```
Forces are in eV/Å.